{
  "formula": "C24H78O15",
  "method": "the ωB97M-V functional and the def2-TZVPD basis",
  "max_force_ev_per_a": 3.1,
  "charge": 0,
  "relative_energy_ev": 4.905,
  "homo_lumo_gap_ha": 0.3517,
  "homo_ev": -9.30,
  "elements": ["C", "C", "O", "H", "H", "H", "H", "H", "H", "C", "C", "O", "H", "H", "H", "H", "H", "H", "C", "C", "O", "H", "H", "H", "H", "H", "H", "C", "C", "O", "H", "H", "H", "H", "H", "H", "C", "C", "O", "H", "H", "H", "H", "H", "H", "C", "C", "O", "H", "H", "H", "H", "H", "H", "C", "C", "O", "H", "H", "H", "H", "H", "H", "C", "C", "O", "H", "H", "H", "H", "H", "H", "C", "C", "O", "H", "H", "H", "H", "H", "H", "C", "C", "O", "H", "H", "H", "H", "H", "H", "C", "C", "O", "H", "H", "H", "H", "H", "H", "C", "C", "O", "H", "H", "H", "H", "H", "H", "O", "H", "H", "O", "H", "H", "O", "H", "H"],
  "positions_angstrom": [[4.406, 3.392, 4.696], [4.198, 1.962, 5.156], [3.733, 1.095, 4.206], [5.296, 3.516, 4.107], [4.529, 3.938, 5.658], [3.525, 3.869, 4.248], [3.409, 1.978, 5.957], [5.220, 1.592, 5.630], [3.470, 0.215, 4.617], [1.590, -2.630, 5.011], [2.003, -1.921, 3.742], [3.353, -1.624, 3.959], [2.071, -3.602, 5.162], [0.504, -2.862, 5.079], [1.811, -2.040, 5.876], [1.552, -0.930, 3.661], [1.834, -2.442, 2.774], [3.547, -1.114, 3.160], [2.022, 1.475, -4.313], [1.316, 0.915, -5.512], [0.166, 1.707, -5.859], [2.680, 2.252, -4.639], [2.697, 0.718, -3.846], [1.320, 1.844, -3.534], [0.884, -0.037, -5.228], [1.965, 0.754, -6.354], [0.336, 2.653, -5.990], [2.607, -3.139, -4.813], [1.210, -2.785, -4.263], [1.182, -1.718, -3.268], [3.280, -3.294, -3.971], [3.106, -2.322, -5.386], [2.538, -4.087, -5.359], [0.698, -3.629, -3.835], [0.560, -2.425, -5.060], [0.241, -1.700, -2.972], [-5.290, 2.801, -0.861], [-4.510, 2.062, -1.888], [-4.255, 2.806, -3.073], [-6.114, 3.304, -1.262], [-4.715, 3.610, -0.397], [-5.696, 2.227, 0.020], [-5.035, 1.192, -2.117], [-3.522, 1.677, -1.494], [-3.325, 2.688, -3.374], [1.959, -4.165, -0.088], [2.485, -2.706, -0.020], [3.068, -2.357, -1.332], [2.849, -4.799, -0.495], [1.144, -4.202, -0.768], [1.636, -4.523, 0.862], [3.289, -2.618, 0.744], [1.679, -2.047, 0.272], [2.353, -2.035, -1.872], [-1.862, -0.775, 3.067], [-2.612, -1.886, 3.751], [-3.762, -2.468, 3.089], [-0.977, -0.646, 3.643], [-2.415, 0.148, 3.061], [-1.642, -1.024, 1.983], [-3.049, -1.461, 4.689], [-1.896, -2.710, 3.923], [-4.579, -1.949, 3.279], [-0.382, 2.608, 4.604], [0.674, 3.205, 3.668], [1.301, 4.304, 4.314], [0.145, 2.065, 5.411], [-1.044, 1.918, 4.076], [-1.007, 3.328, 5.139], [0.161, 3.555, 2.685], [1.409, 2.459, 3.422], [0.647, 4.962, 4.478], [-3.236, -2.410, -3.308], [-2.848, -1.527, -2.147], [-1.462, -1.762, -1.718], [-3.177, -3.486, -3.005], [-2.643, -2.187, -4.225], [-4.232, -2.118, -3.574], [-3.485, -1.529, -1.224], [-2.797, -0.456, -2.442], [-1.544, -2.581, -1.147], [-0.460, 5.667, -1.266], [-1.664, 4.840, -1.755], [-2.796, 5.646, -1.987], [-0.169, 6.428, -1.958], [0.491, 5.095, -1.192], [-0.678, 6.112, -0.326], [-1.945, 4.098, -0.967], [-1.439, 4.199, -2.675], [-3.610, 5.080, -2.080], [-3.094, -6.229, -0.321], [-3.454, -4.748, -0.156], [-2.249, -3.920, 0.288], [-2.836, -6.495, -1.337], [-4.016, -6.670, 0.030], [-2.440, -6.516, 0.463], [-4.063, -4.698, 0.729], [-3.813, -4.246, -1.039], [-2.583, -3.482, 1.068], [1.180, 2.304, -0.189], [0.516, 0.976, -0.412], [-0.776, 1.087, -1.090], [1.275, 2.883, -1.130], [2.179, 2.197, 0.199], [0.573, 2.907, 0.517], [0.331, 0.525, 0.603], [1.165, 0.252, -0.977], [-1.122, 0.183, -1.148], [4.082, 0.151, -0.903], [3.808, -0.776, -1.138], [4.869, 0.271, -1.456], [3.120, 0.282, 1.807], [3.575, 0.994, 2.285], [3.584, 0.268, 0.971], [-1.721, 1.934, -3.515], [-1.087, 1.505, -4.150], [-1.283, 1.834, -2.634]],
  "forces_ev_per_angstrom": [[-0.594, 0.301, 1.194], [0.970, 0.218, 2.814], [-0.594, -1.846, -0.816], [0.317, 0.093, -0.413], [0.259, -0.081, -0.646], [0.265, -0.443, -0.166], [0.911, 0.188, -0.138], [-1.895, 0.566, -0.747], [0.638, 1.283, -0.779], [-1.704, -1.231, -0.268], [-0.488, 0.219, 0.622], [1.127, -0.033, -0.705], [0.257, 0.193, -0.316], [0.453, 0.283, -0.290], [0.294, 0.572, 0.417], [-0.904, -0.160, -0.107], [0.030, -0.090, 0.731], [0.736, 0.306, -0.204], [0.649, -0.635, 0.887], [-1.201, 0.235, 0.726], [-0.250, -0.066, -0.231], [0.336, 0.945, 0.030], [-0.640, 0.366, -0.262], [0.397, -0.257, -0.540], [-0.084, -0.293, -0.145], [0.378, 0.086, -0.462], [0.409, -0.496, 0.159], [-0.086, 0.731, 0.859], [-0.036, 1.031, -0.434], [-0.303, -0.566, -0.160], [0.008, -0.255, 0.187], [-0.790, -0.635, 0.046], [0.085, 0.429, -0.142], [0.130, -0.734, 0.205], [0.050, -0.149, -0.418], [0.697, 0.193, 0.095], [0.608, 0.559, 2.300], [2.570, -0.114, 0.130], [-0.154, 0.611, 0.274], [-1.465, 0.572, -1.021], [0.272, -0.072, -0.061], [0.625, -0.014, -1.091], [-1.122, -1.689, -0.782], [-0.871, 0.554, -0.013], [-0.588, -0.326, 0.350], [2.963, 0.368, -0.903], [0.822, -1.206, -0.478], [0.237, -0.237, 2.169], [-1.740, 0.860, 0.766], [-0.721, -0.208, -0.710], [-0.144, -0.308, 0.783], [-0.415, 0.011, -0.637], [-0.153, 0.510, -0.164], [-0.920, 0.179, -0.939], [-0.773, -0.699, -2.009], [-1.233, -0.001, 0.974], [-0.215, 0.545, -0.418], [1.019, 0.291, 0.180], [-0.294, 0.459, 0.017], [0.074, 0.189, 1.239], [0.961, -0.609, -0.189], [-0.619, 0.212, 0.220], [1.207, -0.490, -0.206], [0.490, -0.668, 0.448], [-2.217, 1.163, -0.769], [1.106, -0.810, -0.409], [-0.256, 0.020, -0.362], [0.084, -0.044, 0.039], [0.081, 0.305, -0.432], [0.890, -0.543, 1.423], [0.492, -0.123, -0.092], [-0.728, 0.703, 0.165], [0.486, -0.216, 0.212], [1.326, 1.678, 0.572], [-0.905, -1.427, 0.673], [-0.114, 0.822, -0.580], [-0.043, -0.356, 0.875], [-0.892, -0.280, -0.163], [0.203, -0.531, -0.933], [-0.414, -0.635, -0.179], [0.437, 0.999, -0.450], [0.301, -1.174, -0.913], [0.274, -1.839, -0.178], [-1.158, 0.081, -0.135], [-0.317, 0.770, -0.583], [-0.890, -0.188, 0.220], [-0.158, 0.438, 0.860], [0.464, 0.303, -0.307], [0.037, 1.035, 1.019], [1.416, 0.574, -0.025], [-1.458, 1.528, -0.017], [2.802, 0.459, 1.291], [-0.937, -1.000, -1.191], [0.264, -0.339, 0.119], [-0.485, -0.859, -0.668], [1.285, -0.197, 0.272], [-0.947, 0.324, -0.170], [-0.605, -0.119, -0.132], [0.059, 0.440, 0.451], [-0.848, 1.043, -0.711], [-0.217, -1.482, 0.541], [0.887, 0.151, 0.515], [-0.155, -0.323, 0.376], [0.224, -0.281, 0.262], [0.381, -0.233, -0.401], [0.176, 0.208, -0.851], [-0.448, 0.751, 0.346], [0.118, -0.021, -0.028], [0.257, -0.634, -0.556], [-0.023, 0.440, 0.320], [-0.191, 0.215, 0.333], [0.047, 0.149, 0.333], [-0.306, -0.254, 0.423], [0.216, -0.231, -0.991], [1.301, -0.794, -0.249], [-0.896, 0.836, 0.480], [-0.258, -0.045, -0.455]],
  "mulliken_charge": [-1.11, -0.22, -0.40, 0.35, 0.33, 0.18, 0.30, 0.22, 0.26, -1.30, 0.85, -0.67, 0.36, 0.19, 0.37, -0.01, -0.17, 0.43, -0.57, -0.08, -0.59, 0.51, 0.13, -0.05, -0.01, 0.36, 0.31, -1.21, -0.38, -0.23, 0.25, 0.27, 0.36, 0.44, 0.40, 0.04, -1.40, 0.67, -0.62, 0.39, 0.28, 0.34, 0.42, -0.44, 0.49, -1.26, 0.33, -0.62, 0.25, 0.28, 0.41, 0.26, 0.07, 0.30, -0.21, -0.60, -0.56, 0.11, 0.35, -0.03, 0.41, 0.20, 0.31, -0.84, 0.57, -0.52, 0.25, -0.09, 0.46, 0.00, -0.10, 0.31, -1.29, 0.16, 0.18, 0.22, 0.29, 0.42, 0.39, -0.13, -0.12, -1.27, 0.68, -0.62, 0.40, 0.26, 0.33, -0.01, -0.03, 0.33, -1.24, -0.05, -0.34, 0.31, 0.40, 0.34, 0.35, 0.10, 0.12, -0.72, 0.76, -0.26, 0.08, 0.30, -0.03, 0.03, -0.39, -0.11, -0.63, 0.40, 0.25, -0.56, 0.29, 0.32, -0.60, 0.18, 0.43]
}